{
  "formula": "C3H7NS",
  "method": "the ωB97M-V functional and the def2-TZVPD basis",
  "symbols": ["C", "C", "C", "H", "H", "H", "H", "H", "H", "H", "N", "S"],
  "xyz": [[-0.64585, -0.69803, 0.08529], [-0.77867, 0.47997, -0.67229], [0.47525, -0.44367, -0.65751], [0.72962, -0.48698, 1.98514], [-1.21623, 0.95566, 1.38487], [-1.42430, -1.44388, -0.16087], [-1.42252, 0.50690, -1.50558], [-0.66255, 1.45022, -0.14914], [0.87760, -1.47787, -1.19411], [3.01185, 1.10205, -0.93433], [-0.76042, -0.47618, 1.56400], [1.81621, 0.53181, 0.25454]],
  "forces_ev_per_a": [[-5.1, -1.3, 6.0], [0.6, 1.4, -2.8], [5.4, -0.8, -2.7], [-4.8, 0.5, -1.2], [2.0, -4.7, 1.8], [1.1, -0.3, -0.2], [-0.7, 0.0, -0.9], [0.3, -0.7, -0.6], [-1.0, 3.5, 0.3], [-3.0, -1.6, 2.3], [2.9, 3.9, 0.3], [2.1, 0.3, -2.3]],
  "nbo_charge": [-0.2008, -0.3920, -0.3433, 0.3241, 0.3108, 0.2345, 0.2202, 0.2286, 0.2688, 0.1753, -0.7196, -0.1066],
  "spin_multiplicity": 1,
  "energy_ev": -15540.8563,
  "homo_energy_ev": -8.87,
  "largest_force_ev_per_a": 7.98,
  "total_charge": 0,
  "homo_lumo_gap_ev": 8.46,
  "relative_energy_kcal_mol": 202.68
}